Record 1
{"formula": "C3H6N2O3", "method": "ωB97M-V with the def2-TZVPD basis set", "smiles": "CC(=O)NN.O=C=O", "relative_energy_ev": 2.593, "homo_lumo_gap_ha": 0.3819, "symbols": ["C", "N", "C", "C", "N", "O", "O", "O", "H", "H", "H", "H", "H", "H"], "coordinates": [[0.06684, -1.59126, 0.20836], [0.12810, 0.77900, -0.70807], [0.24008, 1.48067, 1.44673], [0.92682, -0.41677, -0.15770], [-1.06395, 0.71943, -1.46527], [1.27144, 1.07072, 1.90404], [-0.88736, 1.64029, 1.72712], [2.11583, -0.30455, -0.10216], [0.75780, 1.46787, -1.11007], [-1.27818, -0.22556, -1.77292], [-1.83958, 1.00998, -0.87002], [-0.20882, -2.12447, -0.70149], [-0.85083, -1.28161, 0.70460], [0.62183, -2.22376, 0.89684]], "forces_ev_per_a": [[0.139, 0.254, 0.341], [1.966, -1.264, 0.850], [0.791, -2.586, 4.750], [-0.869, 1.578, -1.996], [-0.405, -0.227, 0.611], [-0.575, 1.786, -2.258], [-1.025, 1.377, -1.779], [-0.715, -0.419, -0.213], [0.147, -0.423, -0.079], [0.302, 0.082, 0.004], [0.149, -0.017, 0.016], [0.102, -0.165, 0.037], [-0.062, 0.169, -0.052], [0.056, -0.144, -0.234]]}

---

Record 2
{"formula": "C5H2Br4OS", "method": "ωB97M-V with the def2-TZVPD basis set", "relative_energy_ev": 1.651, "homo_lumo_gap_ha": [0.2769, 0.2541], "symbols": ["C", "C", "C", "C", "C", "O", "S", "Br", "Br", "Br", "Br", "H", "H"], "coordinates": [[0.41941, 0.75255, 0.73499], [1.30761, 1.57546, -0.05971], [-0.60852, 0.37997, -0.03616], [0.97110, 1.64809, -1.43418], [-1.67694, -1.97891, 0.12805], [-1.57157, -2.26374, 1.46160], [-0.59758, 0.84438, -1.68137], [0.75917, 0.26647, 2.53101], [2.87674, 2.50891, 0.66744], [1.79052, 2.75677, -2.72611], [-0.31116, -2.59517, -0.97614], [-2.67450, -1.53938, -0.26400], [-0.68428, -2.35540, 1.65458]], "forces_ev_per_a": [[0.702, 0.949, -1.077], [0.919, 0.554, -1.528], [-2.179, -2.426, -0.044], [-0.270, 0.144, 2.153], [0.067, 3.033, 1.620], [-3.908, 0.678, -3.192], [1.610, 0.606, 1.020], [-0.174, -0.011, -0.342], [-1.257, -0.808, -0.571], [-0.276, -0.422, 0.372], [-0.439, -0.504, -0.138], [1.898, -1.369, 0.798], [3.307, -0.425, 0.929]]}

---

Record 3
{"formula": "C4H8O3", "method": "ωB97M-V with the def2-TZVPD basis set", "smiles": "COCC(=O)OC", "relative_energy_ev": 1.490, "homo_lumo_gap_ha": 0.4013, "symbols": ["C", "O", "C", "C", "O", "O", "C", "H", "H", "H", "H", "H", "H", "H", "H"], "coordinates": [[2.37552, -0.57706, -0.01417], [1.92194, 0.68547, 0.41782], [0.63828, 0.64735, 0.96883], [-0.46483, 0.59672, -0.08932], [-0.51782, 1.32024, -1.05156], [-1.41653, -0.30462, 0.21301], [-2.55931, -0.27032, -0.65396], [3.39710, -0.43404, -0.37330], [1.76249, -0.97620, -0.83764], [2.38567, -1.30607, 0.81383], [0.50480, -0.18323, 1.67550], [0.50415, 1.59047, 1.50776], [-3.03664, 0.71411, -0.58484], [-2.26600, -0.44459, -1.69607], [-3.22880, -1.05823, -0.29587]], "forces_ev_per_a": [[0.134, -0.211, -0.126], [-0.022, 0.020, 0.114], [-0.180, 0.005, 0.072], [-0.042, 0.317, -0.258], [0.105, -0.326, 0.289], [0.116, 0.072, 0.001], [-0.178, 0.014, -0.090], [-0.160, -0.067, 0.028], [0.072, 0.077, 0.151], [-0.043, 0.167, -0.174], [0.085, 0.062, -0.108], [-0.053, -0.110, -0.030], [0.035, -0.256, -0.047], [-0.050, 0.003, 0.291], [0.181, 0.232, -0.113]]}

---

Record 4
{"formula": "C3H9O2S", "method": "ωB97M-V with the def2-TZVPD basis set", "relative_energy_ev": 0.662, "homo_lumo_gap_ha": 0.2449, "total_charge": -1, "symbols": ["C", "O", "C", "C", "S", "H", "H", "H", "H", "H", "H", "H", "H", "H", "O"], "coordinates": [[-0.81333, 0.42576, -0.52595], [-0.91193, -0.88203, -0.87251], [0.62708, 0.86052, -0.02183], [1.61377, -0.27542, -0.11893], [2.88070, -0.19628, 1.28967], [-1.50858, 0.74697, 0.27908], [-1.06682, 1.04581, -1.41334], [1.08511, 1.73646, -0.49874], [0.45062, 1.18416, 1.00510], [2.20094, -0.28968, -1.03118], [1.17445, -1.26173, -0.00594], [2.89598, 1.12970, 1.18426], [-3.50711, -1.03191, 0.56733], [-2.14805, -1.39892, -0.16490], [-2.97281, -1.79342, 0.32789]], "forces_ev_per_a": [[0.309, 0.071, -1.170], [-0.123, -0.055, 0.518], [-0.481, -0.047, 0.208], [1.016, -0.559, 1.116], [-0.563, 0.079, -0.782], [-0.114, -0.069, 0.032], [0.032, 0.438, 0.135], [-0.386, -0.004, -0.333], [0.458, -0.288, 0.273], [-0.108, 0.164, -0.165], [-0.443, 0.160, -0.081], [0.360, 0.282, 0.293], [0.033, -0.019, -0.028], [0.131, -0.248, -0.097], [-0.122, 0.093, 0.082]]}

---

Record 5
{"formula": "C3H11NO4", "method": "ωB97M-V with the def2-TZVPD basis set", "relative_energy_ev": 2.132, "homo_lumo_gap_ha": 0.3718, "symbols": ["C", "N", "C", "C", "O", "O", "H", "H", "H", "H", "H", "H", "H", "H", "H", "O", "H", "H", "O"], "coordinates": [[-0.94857, -0.90173, -0.50152], [-1.61151, 0.25957, -0.58195], [-1.43312, 1.28911, 0.42988], [-0.20488, 2.15193, 0.22005], [0.96647, 1.61411, 0.84123], [-0.81686, -1.67431, -1.44305], [-0.54807, -1.14965, 0.51300], [-1.82870, 0.61844, -1.50080], [-2.29240, 1.92395, 0.35975], [-1.34751, 0.86491, 1.43718], [-0.00763, 2.34752, -0.82311], [-0.40762, 3.09498, 0.75761], [1.14194, 0.68968, 0.57746], [1.63945, -3.61502, -1.02540], [0.50714, -2.64159, -1.00353], [1.40239, -2.74127, -0.69750], [2.17698, -0.44139, 1.53439], [1.94906, -1.25084, 0.20332], [1.66346, -0.43840, 0.70297]], "forces_ev_per_a": [[-0.242, -0.555, 0.052], [0.425, 0.176, 0.532], [0.357, 0.046, -0.154], [1.068, 0.112, 1.770], [-1.829, 3.271, -0.067], [-0.187, 0.055, 0.009], [-0.365, 0.289, -0.568], [-0.028, -0.371, -0.122], [-0.697, 0.330, 0.252], [-0.281, -0.099, -0.271], [-0.163, 0.202, -0.585], [0.120, -0.100, -0.459], [-0.419, 0.980, -0.561], [0.381, 0.107, 0.181], [-1.376, 0.669, -0.499], [1.493, -0.944, 0.344], [-0.404, 0.137, -0.594], [-0.540, 0.537, 0.237], [2.687, -4.845, 0.503]]}